53
Properties=species:S:1:pos:R:3:forces:R:3 method="wB97M-V/def2-TZVPD" molar_mass_g_mol=435.91 lumo_ev=0.4 orbital_gap_ha=0.30372 de_lowest_ev=0.226 total_charge=0 smiles="Cc1c2cnn(CC(=O)NCc3ccccn3)c(=O)c2c(C)n1Cc1ccc(Cl)cc1"
C -1.862 -1.782 1.046 -0.0719 0.0383 -0.1207
C -1.335 -0.612 0.298 0.4073 -0.0282 0.5125
C -0.279 0.228 0.589 -0.4299 0.1939 -0.7887
C 0.672 0.338 1.638 0.2415 0.2565 0.1485
N 1.570 1.260 1.632 -0.3721 -0.5834 0.8832
N 1.650 2.149 0.629 -0.1395 0.2557 -0.4116
C 2.762 3.074 0.729 0.2871 0.3210 -0.2376
C 4.112 2.378 0.500 -0.3392 0.2312 0.2765
O 4.940 2.792 -0.281 0.1648 0.1769 -0.3136
N 4.292 1.311 1.305 0.1727 -0.4697 0.3188
C 5.336 0.352 1.058 0.1883 0.2417 -0.0014
C 4.778 -0.954 0.548 0.1350 -0.1214 -0.1078
C 5.613 -1.946 0.039 -0.1534 -0.0211 0.0274
C 5.045 -3.122 -0.414 -0.0137 0.0829 0.0426
C 3.666 -3.272 -0.347 0.0041 0.0250 0.0096
C 2.925 -2.229 0.180 -0.0619 -0.3694 -0.1312
N 3.463 -1.105 0.619 0.0363 0.2828 0.1397
C 0.805 2.226 -0.471 -0.0762 0.0781 -0.0677
O 0.936 3.100 -1.311 -0.0203 0.0401 -0.1643
C -0.205 1.192 -0.467 -0.4398 -0.5209 0.1218
C -1.218 0.908 -1.359 0.4337 0.4435 -0.0371
C -1.565 1.613 -2.618 -0.0390 -0.0346 -0.0603
N -1.880 -0.188 -0.884 0.3542 0.1395 0.0363
C -3.048 -0.777 -1.482 -0.3711 -0.1339 -0.1953
C -4.315 -0.433 -0.732 -0.0464 0.0020 0.0265
C -5.377 -1.328 -0.710 0.1254 0.1285 -0.0226
C -6.548 -1.021 -0.042 -0.0925 0.0753 0.0625
C -6.656 0.193 0.618 0.1820 -0.0669 -0.1196
Cl -8.114 0.580 1.462 -0.1484 0.0388 0.0916
C -5.606 1.097 0.609 -0.1209 -0.0204 0.0208
C -4.443 0.781 -0.068 0.0072 -0.1189 -0.0622
H -2.912 -1.640 1.305 -0.0386 -0.0691 0.0830
H -1.782 -2.697 0.455 -0.0087 -0.1043 0.0411
H -1.292 -1.914 1.961 0.0062 -0.0493 0.0618
H 0.690 -0.331 2.484 0.0535 -0.0711 0.1144
H 2.765 3.532 1.722 -0.0564 -0.0390 -0.0825
H 2.625 3.837 -0.040 0.1033 -0.1733 0.2021
H 3.467 0.959 1.786 0.1713 0.1651 -0.1165
H 5.900 0.168 1.982 0.0208 0.0052 -0.1515
H 6.017 0.787 0.318 -0.0283 -0.0871 0.1607
H 6.680 -1.789 -0.002 0.1201 0.0238 -0.0144
H 5.664 -3.911 -0.818 0.0418 -0.0448 -0.0313
H 3.185 -4.173 -0.695 -0.0626 -0.0638 -0.0260
H 1.846 -2.285 0.260 -0.1189 -0.1128 -0.0446
H -2.591 1.983 -2.600 -0.0728 0.0388 -0.0629
H -1.445 0.962 -3.484 -0.0288 0.0058 -0.0871
H -0.887 2.457 -2.723 -0.0270 0.0131 -0.0327
H -3.129 -0.415 -2.511 0.1082 -0.1104 0.1080
H -2.929 -1.865 -1.517 0.0051 0.1340 -0.0599
H -5.291 -2.275 -1.222 0.0127 -0.1289 -0.0431
H -7.370 -1.719 -0.028 -0.0922 -0.0475 0.0244
H -5.699 2.039 1.125 -0.0392 0.0811 0.0603
H -3.626 1.487 -0.070 0.1269 0.0718 0.0203